(1)
{"formula": "C33H61I2N5OPSbSi3Y", "method": "wB97M-V/def2-TZVPD", "elements": ["Y", "I", "C", "C", "C", "I", "C", "C", "C", "C", "N", "C", "C", "O", "H", "H", "H", "H", "N", "P", "N", "C", "C", "C", "C", "C", "N", "C", "C", "C", "C", "C", "N", "C", "C", "C", "C", "C", "H", "H", "H", "H", "H", "H", "H", "H", "H", "H", "H", "H", "H", "H", "H", "H", "H", "H", "H", "H", "H", "H", "H", "H", "H", "H", "H", "H", "H", "H", "C", "Si", "C", "C", "Sb", "Si", "C", "C", "C", "Si", "C", "C", "C", "H", "H", "H", "H", "H", "H", "H", "H", "H", "H", "H", "H", "H", "H", "H", "H", "H", "H", "H", "H", "H", "H", "H", "H", "H", "H", "H"], "xyz": [[-0.0088, -0.3398, 0.7413], [-2.0841, -5.1779, -0.1232], [-2.1131, -4.1082, 1.6602], [-2.7397, -4.6356, 2.8071], [-2.7669, -3.9449, 3.9848], [-3.7324, -4.7950, 5.6330], [-2.1491, -2.6699, 4.0795], [-2.1147, -1.8540, 5.2294], [-1.4929, -0.6348, 5.1939], [-0.8846, -0.2152, 4.0071], [-0.8826, -0.9509, 2.9112], [-1.5183, -2.1615, 2.9244], [-1.5053, -2.8735, 1.6779], [-0.9066, -2.3097, 0.6541], [-3.2098, -5.6071, 2.7433], [-2.5907, -2.1990, 6.1376], [-1.4682, 0.0049, 6.0641], [-0.3940, 0.7509, 3.9504], [-0.9452, 1.5064, 0.4281], [-1.8078, 1.6734, -0.8526], [-2.7057, 3.0495, -0.8848], [-2.6924, 4.0031, 0.2342], [-4.1004, 4.5297, 0.4627], [-4.5977, 5.3144, -0.7633], [-3.9281, 4.8149, -2.0508], [-3.6519, 3.3206, -1.9724], [-2.7575, 0.2980, -1.0923], [-3.6207, -0.0702, 0.0476], [-4.2465, -1.4342, -0.2007], [-5.2183, -1.3804, -1.3892], [-4.8166, -0.2671, -2.3640], [-3.3037, -0.1028, -2.4055], [-0.9681, 1.6944, -2.3222], [-0.1198, 0.5259, -2.5389], [0.3171, 0.4339, -3.9953], [1.0400, 1.7083, -4.4156], [0.1802, 2.9295, -4.1035], [-0.2491, 2.9325, -2.6424], [-2.0150, 4.8373, 0.0144], [-2.3001, 3.4880, 1.1083], [-4.1202, 5.1579, 1.3540], [-4.7570, 3.6783, 0.6599], [-4.3875, 6.3777, -0.6387], [-5.6813, 5.2166, -0.8467], [-2.9804, 5.3359, -2.2099], [-4.5541, 5.0271, -2.9183], [-3.2262, 2.9573, -2.9107], [-4.5977, 2.7863, -1.8127], [-4.4077, 0.6801, 0.2104], [-3.0202, -0.0815, 0.9593], [-4.7554, -1.7773, 0.7018], [-3.4390, -2.1431, -0.4007], [-6.2365, -1.2054, -1.0383], [-5.2223, -2.3442, -1.9014], [-5.2714, 0.6776, -2.0560], [-5.1835, -0.4786, -3.3693], [-3.0069, 0.6273, -3.1558], [-2.8587, -1.0637, -2.6975], [-0.6745, -0.3776, -2.2668], [0.7916, 0.5926, -1.9011], [-0.5744, 0.2898, -4.6112], [0.9529, -0.4435, -4.1361], [1.2869, 1.6735, -5.4775], [1.9873, 1.7840, -3.8675], [-0.7127, 2.9216, -4.7349], [0.7274, 3.8487, -4.3215], [-0.9012, 3.7789, -2.4301], [0.6396, 3.0331, -1.9972], [4.3247, 1.9380, -1.2606], [4.5780, 0.0943, -1.2382], [6.3362, -0.3767, -0.8509], [4.0158, -0.6881, -2.8311], [3.0171, -0.8305, 0.5849], [3.0837, -3.4018, 0.4875], [4.8484, -3.9908, 0.4044], [2.1780, -4.0215, 1.9945], [2.1192, -3.8591, -1.0376], [3.8862, -0.0467, 2.8732], [3.1070, -1.1224, 4.1845], [5.7449, -0.1209, 2.9586], [3.2889, 1.7152, 3.0421], [4.9103, 2.3793, -2.0708], [4.6402, 2.4046, -0.3265], [3.2751, 2.1874, -1.4270], [6.9785, -0.0350, -1.6667], [6.4519, -1.4583, -0.7631], [6.6939, 0.0818, 0.0705], [4.5778, -0.2655, -3.6676], [2.9559, -0.5019, -3.0116], [4.1793, -1.7668, -2.8286], [5.4499, -3.6218, 1.2356], [5.3129, -3.6635, -0.5276], [4.8769, -5.0826, 0.4235], [2.6782, -3.7894, 2.9335], [2.0772, -5.1080, 1.9244], [1.1707, -3.6056, 2.0215], [2.5219, -3.4137, -1.9485], [1.0723, -3.5640, -0.9331], [2.1433, -4.9457, -1.1570], [3.5723, -2.1066, 4.2319], [2.0356, -1.2591, 4.0308], [3.2481, -0.6426, 5.1566], [6.1266, -1.1050, 2.6849], [6.0777, 0.1010, 3.9753], [6.1931, 0.6191, 2.2953], [2.1982, 1.7797, 3.0261], [3.6730, 2.3562, 2.2476], [3.6334, 2.1235, 3.9959]], "forces_ev_per_angstrom": [[-0.7042, 0.1624, -0.0373], [-0.0295, -0.0123, 0.0806], [0.0433, 0.0351, -0.1713], [-0.0237, -0.0407, 0.0179], [-0.0889, -0.0575, 0.1419], [0.0382, 0.0224, -0.0734], [0.0582, 0.0452, -0.1206], [-0.0024, -0.0148, 0.0095], [-0.0161, 0.0079, 0.0623], [0.0071, -0.0487, -0.0531], [0.0057, 0.1550, 0.1859], [0.0586, -0.0046, -0.0980], [0.0861, 0.1029, 0.0995], [0.0307, 0.0587, -0.1341], [0.0004, -0.0096, -0.0145], [-0.0027, -0.0090, 0.0041], [0.0035, 0.0041, -0.0036], [-0.0067, -0.0041, 0.0010], [0.2832, -0.1944, -0.0507], [0.0900, -0.1687, 0.0363], [-0.0524, 0.0176, 0.0903], [-0.0067, -0.0132, -0.0642], [0.0120, 0.0210, 0.0098], [0.0192, -0.0104, -0.0021], [-0.0157, -0.0106, 0.0057], [-0.0031, 0.0122, -0.0069], [-0.1234, 0.0893, 0.0255], [0.0114, -0.0725, 0.0485], [0.0196, 0.0083, -0.0199], [0.0082, -0.0110, -0.0046], [-0.0131, 0.0241, 0.0185], [0.0008, -0.0768, -0.0121], [0.0671, -0.0077, 0.0758], [-0.0677, 0.0000, -0.0450], [0.0410, -0.0160, 0.0082], [-0.0329, 0.0071, -0.0025], [0.0168, 0.0118, 0.0287], [0.0186, -0.0014, -0.0336], [0.0143, 0.0080, 0.0181], [-0.0060, 0.0188, 0.0037], [-0.0032, -0.0092, 0.0067], [-0.0022, -0.0134, 0.0135], [-0.0152, 0.0072, 0.0025], [-0.0050, 0.0110, 0.0027], [0.0051, -0.0020, -0.0157], [0.0127, -0.0046, -0.0018], [-0.0169, 0.0019, -0.0106], [0.0247, -0.0118, -0.0053], [0.0105, 0.0213, -0.0195], [0.0130, 0.0095, -0.0149], [0.0133, 0.0078, 0.0055], [0.0084, -0.0109, 0.0111], [-0.0097, -0.0153, -0.0044], [-0.0104, -0.0032, 0.0044], [0.0186, 0.0078, -0.0406], [-0.0072, 0.0030, -0.0001], [-0.0051, 0.0014, 0.0055], [0.0136, 0.0230, -0.0123], [0.0175, -0.0048, 0.0189], [-0.0053, -0.0010, 0.0016], [-0.0077, -0.0035, -0.0028], [-0.0139, -0.0027, 0.0028], [0.0244, -0.0003, 0.0044], [0.0039, 0.0030, -0.0069], [-0.0054, 0.0045, -0.0024], [-0.0129, 0.0031, 0.0000], [0.0087, -0.0089, -0.0065], [-0.0253, 0.0014, 0.0023], [-0.0067, 0.0340, -0.0210], [-0.0945, -0.1048, 0.1817], [0.0285, 0.0047, -0.0335], [-0.0356, -0.0068, -0.0433], [0.3078, -0.0074, 0.0283], [-0.0075, 0.1362, 0.0654], [0.0096, -0.0109, -0.0508], [0.0353, -0.0565, -0.0163], [-0.0103, -0.0456, -0.0496], [0.0098, -0.0185, -0.1290], [0.0047, 0.0340, 0.0341], [0.0078, -0.0085, -0.0087], [-0.0088, -0.0126, 0.0600], [0.0091, 0.0314, -0.0038], [0.0087, 0.0057, 0.0172], [-0.0164, 0.0150, -0.0022], [0.0421, -0.0093, 0.0000], [0.0023, 0.0193, 0.0038], [0.0002, -0.0027, 0.0124], [0.0083, -0.0070, -0.0248], [-0.0092, -0.0019, -0.0137], [0.0033, -0.0136, -0.0051], [0.0002, 0.0110, 0.0197], [0.0411, -0.0067, 0.0021], [0.0109, -0.0237, 0.0004], [0.0272, 0.0089, 0.0018], [-0.0031, -0.0174, 0.0173], [-0.1010, 0.0223, 0.0289], [0.0151, 0.0110, 0.0008], [-0.0170, -0.0054, 0.0052], [-0.0275, -0.0131, -0.0342], [0.0101, -0.0256, -0.0121], [-0.0430, -0.0193, 0.0032], [-0.0059, -0.0147, 0.0324], [0.0163, -0.0076, -0.0019], [0.0060, 0.0029, 0.0206], [0.0346, 0.0083, -0.0191], [0.0015, 0.0225, -0.0083], [-0.0073, 0.0008, -0.0277], [-0.0145, 0.0298, 0.0074]], "max_force_ev_per_a": 0.72, "spin_multiplicity": 1, "homo_ev": -10.1, "total_charge": 1, "orbital_gap_ev": 7.337, "relative_energy_kj_mol": 4.0, "total_energy_ev": -101416.0201}

(2)
{"formula": "C30H40BBaBrN8O", "method": "wB97M-V/def2-TZVPD", "elements": ["Ba", "C", "C", "C", "C", "N", "N", "B", "N", "C", "C", "C", "C", "N", "N", "C", "C", "C", "C", "N", "N", "C", "C", "C", "C", "N", "H", "H", "H", "H", "H", "H", "H", "H", "H", "H", "H", "H", "H", "H", "H", "H", "H", "H", "H", "H", "C", "C", "C", "C", "C", "C", "C", "Br", "C", "O", "C", "C", "C", "C", "C", "C", "H", "H", "H", "H", "H", "H", "H", "H", "H", "H", "H", "H", "H", "H", "H", "H", "H", "H", "H", "H"], "xyz": [[-0.6364, 0.9664, 0.6838], [1.9649, 3.4469, -1.0323], [0.5367, 3.7536, -1.3347], [0.0195, 4.8252, -2.0654], [-1.3440, 4.6387, -2.0355], [-1.6140, 3.5228, -1.3320], [-0.4535, 2.9795, -0.8953], [-3.0598, 3.0232, -1.0203], [-3.2817, 1.5144, -1.3532], [-4.3477, 1.0194, -2.0058], [-4.2309, -0.3515, -2.0732], [-3.0340, -0.6356, -1.4153], [-2.4086, -1.9646, -1.1544], [-2.4721, 0.4914, -0.9810], [-3.3544, 3.2310, 0.4972], [-4.3290, 3.8746, 1.1605], [-4.1182, 3.7346, 2.5162], [-2.9647, 2.9531, 2.6119], [-2.2576, 2.4641, 3.8309], [-2.5196, 2.6549, 1.3947], [-3.9533, 3.8270, -1.9566], [-4.8085, 4.8722, -1.8494], [-5.2156, 5.2258, -3.1117], [-4.5393, 4.3321, -3.9721], [-4.5939, 4.2457, -5.4561], [-3.7879, 3.5119, -3.2636], [2.6187, 4.0962, -1.6101], [2.2089, 2.4126, -1.2842], [2.1915, 3.6097, 0.0241], [0.5620, 5.6160, -2.5508], [-2.1273, 5.2232, -2.4822], [-5.1114, 1.6642, -2.3971], [-4.9081, -1.0433, -2.5399], [-2.7902, -2.7076, -1.8514], [-2.6400, -2.3136, -0.1448], [-1.3234, -1.9182, -1.2687], [-5.1376, 4.3719, 0.6621], [-4.7184, 4.1333, 3.3138], [-2.7600, 2.8127, 4.7300], [-1.2297, 2.8325, 3.8646], [-2.2442, 1.3713, 3.8699], [-5.0412, 5.3524, -0.9181], [-5.8893, 6.0208, -3.3795], [-5.2344, 5.0255, -5.8621], [-4.9853, 3.2774, -5.7680], [-3.5974, 4.3540, -5.8832], [6.9633, -2.1229, 1.3739], [5.9147, -3.2309, 1.2893], [6.1034, -3.9845, -0.0398], [6.1258, -4.2021, 2.4645], [4.5000, -2.6936, 1.3560], [4.2139, -1.3296, 1.5304], [2.9167, -0.9139, 1.5516], [2.5351, 0.9323, 1.7710], [1.7835, -1.8011, 1.3888], [0.6301, -1.3313, 1.2715], [2.0942, -3.2240, 1.3337], [3.4197, -3.5855, 1.2711], [1.0330, -4.3243, 1.2848], [-0.3850, -3.8767, 1.6537], [1.4118, -5.4429, 2.2747], [1.0101, -4.8939, -0.1451], [7.9554, -2.5649, 1.2952], [6.9161, -1.5916, 2.3255], [6.8600, -1.4036, 0.5605], [7.1175, -4.3794, -0.0908], [5.9537, -3.3187, -0.8903], [5.4156, -4.8236, -0.1362], [7.1440, -4.5891, 2.4363], [5.4458, -5.0516, 2.4197], [5.9794, -3.6957, 3.4192], [5.0135, -0.6110, 1.6389], [3.6569, -4.6323, 1.1603], [-0.4121, -3.4011, 2.6348], [-1.0235, -4.7595, 1.6923], [-0.7989, -3.1902, 0.9218], [1.4494, -5.0593, 3.2949], [2.3686, -5.9083, 2.0490], [0.6556, -6.2263, 2.2344], [0.7568, -4.1175, -0.8690], [0.2606, -5.6825, -0.2158], [1.9756, -5.3167, -0.4226]], "forces_ev_per_angstrom": [[0.6749, -0.6014, 0.8263], [0.0198, -0.0678, 0.0397], [-0.0514, 0.1925, -0.1358], [0.0022, -0.0664, 0.0756], [0.0315, -0.0297, 0.0168], [0.0030, 0.2711, -0.1645], [0.0609, 0.0857, -0.1665], [0.0455, 0.0982, -0.0465], [-0.3368, -0.0258, -0.2635], [0.0508, -0.0391, 0.0778], [0.0291, 0.0010, 0.0606], [-0.1958, 0.0084, -0.1135], [0.0307, 0.0067, 0.0679], [-0.2684, 0.0611, -0.3815], [-0.1855, 0.1642, 0.1122], [-0.0862, -0.0224, 0.0777], [0.0372, -0.0652, -0.0288], [-0.2543, 0.1587, -0.0817], [0.0659, -0.0380, 0.0242], [0.0059, 0.1151, -0.0169], [-0.2828, -0.1229, 0.0206], [-0.0618, 0.3097, -0.0206], [0.0889, -0.0223, 0.0531], [-0.0612, 0.1445, 0.4657], [0.0159, -0.0535, -0.1124], [0.1615, -0.2852, -0.4273], [0.0180, -0.0177, -0.0052], [0.0465, 0.0189, 0.0168], [0.0259, 0.0006, -0.0135], [0.0219, 0.0323, -0.0208], [-0.0101, 0.0231, -0.0128], [-0.0209, 0.0316, -0.0108], [-0.0314, -0.0313, -0.0180], [0.0279, -0.0120, -0.0133], [0.0197, -0.0235, -0.0304], [0.0075, -0.0531, 0.0162], [0.0017, -0.0360, -0.0394], [-0.0241, 0.0131, 0.0331], [0.0070, -0.0086, 0.0098], [0.0019, -0.0214, 0.0322], [0.0195, 0.0098, 0.0402], [-0.0015, -0.0182, 0.0096], [-0.0318, 0.0201, 0.0110], [-0.0030, 0.0037, -0.0273], [-0.0086, 0.0107, -0.0414], [-0.0067, 0.0034, -0.0286], [-0.0155, -0.0155, 0.0089], [0.1047, -0.0379, -0.0208], [-0.0579, 0.0497, 0.0405], [-0.0202, 0.0405, -0.0098], [-0.0450, -0.0845, -0.0258], [-0.1037, 0.3485, 0.0440], [0.2872, 0.1962, 0.0446], [0.3470, -0.1318, 0.0614], [-0.0832, -0.0493, -0.0164], [0.1970, -0.0749, 0.0237], [0.0831, -0.2383, -0.0027], [-0.2496, -0.0281, 0.0191], [-0.0594, -0.1380, -0.0295], [0.0227, 0.0466, -0.0177], [0.0100, 0.0653, -0.0464], [0.0041, 0.0544, 0.0371], [0.0221, -0.0032, 0.0082], [0.0069, 0.0241, 0.0138], [0.0019, 0.0265, -0.0180], [0.0290, -0.0046, 0.0081], [0.0015, 0.0061, -0.0257], [-0.0129, -0.0233, -0.0097], [0.0323, -0.0024, -0.0067], [-0.0233, -0.0268, 0.0026], [0.0048, -0.0018, 0.0262], [-0.0431, 0.0071, -0.0072], [-0.0249, -0.0574, 0.0122], [-0.0255, 0.0245, 0.0040], [0.0060, -0.0278, 0.0063], [-0.0095, -0.0172, 0.0275], [0.0067, -0.0038, 0.0270], [0.0356, -0.0219, -0.0139], [-0.0262, -0.0018, -0.0031], [-0.0103, 0.0052, -0.0223], [-0.0184, -0.0178, 0.0075], [0.0274, -0.0095, -0.0131]], "max_force_ev_per_a": 1.22, "spin_multiplicity": 2, "homo_ev": [-10.9, -10.9], "total_charge": 1, "orbital_gap_ev": [8.647, 5.631], "relative_energy_kj_mol": 0.0, "total_energy_ev": -117139.8147}